35
Properties=species:S:1:pos:R:3:forces:R:3:mulliken_spin:R:1 method="wB97M-V/def2-TZVPD" multiplicity=6 mol_weight_g_mol=423.7 max_force_ev_per_a=3.02 de_lowest_kcal_mol=0.0 gap_ev="3.80 / 3.85" homo_energy_ha="-0.04969 / -0.05144" lumo_energy_ev="2.453 / 2.453" charge=-1
Dy 0.3761 1.2858 0.5105 2.8066 0.4403 1.0312 5.01
Cl 0.1057 3.6371 -0.3660 -0.3996 1.2372 -0.4412 0.00
Cl 1.0655 2.1800 2.7302 -0.2263 0.3897 1.3861 0.01
C 2.4560 0.6225 0.2288 -0.4279 -0.1884 0.3640 -0.05
H 2.9317 0.0807 -0.6081 0.3822 0.3197 0.5819 0.00
H 3.1173 0.9396 1.1051 -0.5454 -0.4841 -1.2795 0.00
C -0.8168 0.5112 -1.6675 0.5500 -0.5465 -0.9850 0.03
C 0.3689 -0.1434 -1.7770 -0.8294 -0.3017 -0.5070 0.00
H -1.5762 0.1935 -0.9323 0.3227 -0.1333 -0.2276 -0.01
C 1.4334 0.2488 -2.7754 -0.3788 0.1184 -0.6355 0.00
H 0.5617 -1.0508 -1.1859 -0.0318 0.5786 -0.0361 -0.01
C 1.2070 1.6697 -3.3204 -0.1478 -0.0581 0.2236 0.00
H 2.4509 0.1513 -2.3836 -0.4508 -0.0340 0.1406 0.00
H 1.3330 -0.4686 -3.6135 0.1237 0.1262 0.1209 0.00
C -0.2528 1.8517 -3.7439 -0.1583 -0.3498 -0.0815 0.00
H 1.4473 2.4083 -2.5443 0.0526 -0.2137 -0.0676 0.00
H 1.8723 1.8483 -4.1738 -0.0732 -0.0184 0.1144 0.00
C -1.2370 1.6451 -2.5790 0.0228 0.4814 0.0434 0.01
H -0.4055 2.8359 -4.1997 -0.0200 -0.0932 0.1119 0.00
H -0.4878 1.1001 -4.5076 0.0679 0.0466 -0.1274 0.00
H -1.3346 2.6051 -2.0365 0.0259 -0.6337 -0.0394 0.00
H -2.2414 1.4004 -2.9550 0.1509 0.0161 -0.0774 0.00
N -1.6748 -3.2864 4.5387 -0.9903 0.3726 -0.0610 0.00
C -1.1977 -2.4075 3.5765 0.2025 -1.0711 0.8948 0.00
C 0.1419 -2.5606 3.1450 -0.8595 1.8462 -0.9773 0.00
C 0.5992 -1.6241 2.2088 -1.7853 -0.4488 0.5553 0.01
N -0.2457 -0.6942 1.7156 -0.2780 0.3120 0.1067 0.00
C -1.5043 -0.5164 2.1658 0.9785 -1.5727 0.2989 0.00
C -2.0450 -1.3972 3.0918 0.6942 0.3902 -0.4352 0.00
H -1.0975 -4.0032 4.9353 0.0422 0.0983 -0.0705 0.00
H -2.6280 -3.1869 4.8967 0.9044 -0.0976 -0.3084 0.00
H 0.8016 -3.3200 3.5038 0.1243 -0.3773 0.3574 0.00
H 1.6106 -1.6048 1.8316 0.0898 0.2209 -0.2812 0.00
H -2.0699 0.3281 1.7613 0.0954 -0.2594 0.0981 0.00
H -3.0652 -1.2794 3.4241 -0.0343 -0.1124 0.2098 0.00

---

39
Properties=species:S:1:pos:R:3:forces:R:3:mulliken_spin:R:1 method="wB97M-V/def2-TZVPD" multiplicity=5 mol_weight_g_mol=558.3 max_force_ev_per_a=5.50 gap_ev="4.09 / 5.85" homo_energy_ha="0.02074 / -0.04455" lumo_energy_ev="4.657 / 4.641" charge=-2
C -1.2383 1.3328 -0.7743 -1.0802 -1.1726 -1.3553 0.12
C -1.6600 0.0138 -0.3606 -0.3723 0.5231 -1.5916 0.16
C -0.7294 -0.9349 -0.8875 -0.3227 0.3815 -0.5027 0.18
C -2.9095 -0.3089 0.3637 0.1713 -0.5664 0.6903 0.00
C 0.2189 -0.2311 -1.6951 -1.0296 0.2887 -1.1185 0.19
C -0.0717 1.1740 -1.6186 -0.9980 -1.0447 -1.2631 0.07
C 0.6053 2.2488 -2.4015 0.0592 0.0523 0.0410 -0.03
C -1.9887 2.6035 -0.5469 0.0637 0.0083 0.0726 -0.03
C -0.8204 -2.4174 -0.7454 -0.1027 0.0020 0.1590 0.00
C 1.2676 -0.8541 -2.5507 0.0968 -0.0202 -0.0165 -0.02
Os 0.4757 0.7016 0.4823 2.5694 2.6547 4.0805 2.66
Cl -2.3927 -1.8141 3.2340 -0.1359 -0.5394 0.4739 0.00
Cl -0.7411 1.1774 2.3335 -1.4597 0.2375 1.4978 0.24
O 2.3392 0.5040 -0.1066 1.9115 -1.0133 -0.5335 0.16
H -3.3448 0.5800 0.8247 -0.0459 -0.1199 -0.0819 0.00
H -2.6886 -1.0183 1.1937 -0.2703 0.4415 -0.3209 0.01
H -3.6451 -0.8011 -0.2912 0.0706 0.1975 -0.0536 0.01
H -1.1701 -2.6869 0.2570 0.1022 0.0015 -0.0844 0.01
H 0.1524 -2.8847 -0.9232 -0.1134 -0.0150 0.1076 0.00
H -1.5337 -2.8229 -1.4788 0.0662 -0.0328 0.0707 0.01
H 1.6777 -1.7577 -2.0846 0.0339 0.1956 -0.0742 0.01
H 2.0822 -0.1513 -2.7423 0.0043 -0.1548 0.1240 0.01
H 0.8477 -1.1451 -3.5254 0.0201 -0.0477 0.0460 0.02
H 1.6581 1.9976 -2.5618 -0.0729 0.1198 0.0636 0.00
H 0.5480 3.2025 -1.8715 0.1092 -0.0960 -0.0325 0.00
H 0.1291 2.3702 -3.3845 0.0435 -0.0068 0.0529 0.00
H -2.4769 2.5882 0.4316 0.1063 0.0619 -0.1146 0.00
H -2.7554 2.7407 -1.3217 0.0408 0.0180 0.0723 0.01
H -1.3031 3.4535 -0.5821 -0.0771 0.0015 0.0965 0.00
H 2.6753 -0.3074 0.3219 -0.0714 0.6624 -0.2856 0.00
O 0.9679 2.5930 0.6018 0.7618 0.0522 -0.3176 0.10
H 1.9262 2.4896 0.7488 -0.3312 0.2049 -0.0766 0.01
Cl 1.4183 -3.6493 3.0227 0.1611 -0.2049 -0.0051 0.00
C 2.0879 -2.0985 3.5003 -0.8974 0.6458 0.1370 0.00
Cl 3.8572 -2.1245 3.6892 0.2513 -0.2948 -0.0111 0.00
C 1.7064 -0.9198 2.5570 -0.3919 0.4604 -1.1859 -0.01
O 2.1722 0.1658 2.8998 -0.2241 -0.6947 -0.1141 0.02
O 0.9744 -1.1733 1.5064 1.2417 -0.9540 1.7185 0.10
H 1.6821 -1.8359 4.4858 0.1116 -0.2330 -0.3648 0.00

---

47
Properties=species:S:1:pos:R:3:forces:R:3:mulliken_spin:R:1 method="wB97M-V/def2-TZVPD" multiplicity=3 mol_weight_g_mol=774.0 max_force_ev_per_a=1.65 de_lowest_kcal_mol=337.9 gap_ev="6.27 / 5.80" homo_energy_ha="-0.06597 / -0.06337" lumo_energy_ev="4.471 / 4.078" charge=-2
Pd 0.1542 -0.7021 0.5855 -0.0298 -0.0407 0.4174 1.17
Cl 1.0884 2.5398 0.1736 -0.6679 0.0384 1.5033 -0.03
C -0.6906 1.7599 -0.3252 -0.5263 -0.0899 -0.4003 0.06
C -0.6599 1.0439 -1.4599 0.4780 0.1373 0.2105 -0.05
C -1.8684 0.6638 -2.0071 0.0614 -0.1694 0.1669 0.03
Cl -1.9016 -0.2105 -3.5235 0.0018 -0.0446 -0.0186 0.00
C -3.0624 1.0041 -1.3985 -0.1013 -0.0445 -0.2207 0.00
Cl -4.5891 0.5729 -2.1034 0.0530 0.0494 0.0080 0.00
C -3.0425 1.7181 -0.1958 -0.0815 -0.0246 0.3738 0.00
Cl -4.5369 2.1075 0.5941 0.0095 -0.0116 -0.0460 0.00
C -1.8440 2.1030 0.3942 0.3004 0.3753 -0.2212 0.04
Cl -1.8701 3.0113 1.8677 -0.0354 -0.1776 -0.0243 0.00
C 2.7859 0.1029 -2.3288 -0.1019 0.2068 -0.0851 0.00
N 3.6783 0.8242 -1.4154 0.3591 -0.3484 0.2485 0.02
C 5.0137 0.2280 -1.4088 -0.0266 0.0079 -0.0470 0.01
P 2.9886 0.9095 0.1468 0.0692 0.2533 -1.3146 0.17
O 2.6604 -0.4566 0.6741 -0.1781 0.0338 0.1901 0.04
N 1.6150 3.2004 -1.2283 -0.0770 -0.1072 -0.5855 -0.09
C 0.6055 3.6850 -2.1687 0.0862 0.1050 0.3478 0.00
C 1.1457 3.7896 1.2598 0.4361 0.1748 -0.4564 -0.11
N 4.1380 1.6934 1.0699 -0.0222 -0.1542 0.1731 0.02
C 4.5729 3.0217 0.7046 0.0509 -0.0390 -0.0438 0.00
C 4.9049 1.0021 2.0814 -0.0648 0.0380 0.0259 0.00
H 3.1832 0.1804 -3.3447 -0.0034 0.0087 -0.0025 0.00
H 1.7914 0.5552 -2.3107 0.0072 -0.0099 0.0339 -0.01
H 2.6865 -0.9562 -2.0622 0.0135 -0.0068 -0.0098 0.00
H 5.3648 0.1416 -2.4410 0.0060 0.0277 -0.0010 0.00
H 5.0325 -0.7770 -0.9618 -0.0061 -0.0024 -0.0224 0.00
H 5.7135 0.8665 -0.8668 -0.0114 -0.0133 0.0313 0.00
H 1.1570 4.3269 -2.8618 -0.0067 0.0721 -0.0129 0.00
H -0.1889 4.2989 -1.7148 0.0166 0.0095 0.0046 0.00
H 0.1182 2.8959 -2.7400 0.0319 -0.0508 -0.1290 0.00
H 1.7424 3.5257 2.1231 -0.3149 -0.1105 0.1698 0.00
H 0.8226 1.7744 1.3718 0.0660 0.0540 0.0151 -0.04
H 1.2775 4.7475 0.7718 0.0970 -0.0331 -0.0007 0.00
H 3.8565 3.4673 0.0127 0.0040 -0.0057 -0.0078 0.00
H 5.5593 2.9987 0.2168 0.0122 0.0116 0.0095 0.00
H 4.6478 3.6529 1.5967 -0.0205 0.0113 -0.0094 0.00
H 4.5057 -0.0031 2.2084 -0.0112 0.0094 0.0146 0.00
H 4.8392 1.5239 3.0423 0.0180 0.0071 -0.0027 0.00
H 5.9647 0.9380 1.7943 0.0017 -0.0257 -0.0013 0.00
O 0.2160 -2.8821 0.8081 0.0298 -0.0235 -0.1052 0.14
S -1.0452 -3.0163 -0.0173 0.3163 -0.1361 -0.0063 -0.01
O -0.7742 -2.5703 -1.3820 -0.0294 -0.0252 0.0099 0.03
O -1.6135 -4.3407 0.0949 -0.2243 0.0869 0.0974 0.01
S -2.1643 -1.5207 0.8647 0.0169 -0.1378 -0.1938 0.35
I 0.4465 -0.0071 3.2339 -0.0020 0.1141 -0.0831 0.24